(1)
Below is a cluster of 10 separate species, C55H70FNO19S2 in total at a distorted geometry, with properties calculated with wB97M-V/def2-TZVPD.

Structure (XYZ):
```
148
Properties=species:S:1:pos:R:3:mulliken_charge:R:1
C 1.9915 1.8301 2.2400 -0.47
C 2.1967 1.4739 0.8727 -0.61
C 1.8569 0.7740 -0.6079 0.73
C 2.2111 -0.8504 -0.7827 -0.19
C 1.8754 -1.6255 -2.2258 -0.60
C 1.1873 -0.7589 -3.4597 -0.39
C 0.8483 0.8387 -3.2519 0.21
C 1.1833 1.6621 -1.8352 0.11
N 0.8821 3.1411 -1.6946 -0.27
C -0.5330 3.4927 -2.0970 0.28
C -1.4730 4.4107 -1.0996 -0.53
C -3.0110 4.8169 -1.5706 0.48
C -3.9956 5.7814 -0.6230 -0.65
C -3.2922 7.2841 -0.5171 0.61
O -1.9876 7.5000 -0.3018 -0.46
F -4.1621 8.4733 -0.7219 -0.25
C -3.6445 4.2961 -3.0129 -0.63
C -2.7014 3.3719 -4.0287 0.44
C -3.1967 2.8112 -5.4959 -0.74
S -3.8191 1.0322 -5.3113 -0.07
C -4.8880 0.8366 -3.7838 0.05
C -4.0612 0.1366 -2.5097 -0.72
C -1.1718 2.9920 -3.5595 -0.14
S 0.0189 1.9148 -4.5957 -0.26
H 1.8247 2.0292 3.4047 0.35
H 2.6889 -1.4096 0.1300 0.38
H 2.1387 -2.7841 -2.3410 0.28
H 0.9567 -1.3377 -4.4746 0.28
H 1.1482 3.5192 -0.7590 0.37
H -1.0172 4.7844 -0.0874 0.14
H -4.2263 5.2963 0.4170 0.34
H -5.0388 5.8590 -1.1980 0.28
H -4.7558 4.5989 -3.3015 0.17
H -4.0242 3.5451 -5.9414 0.35
H -2.2327 2.8205 -6.1981 0.37
H -5.8363 0.1357 -3.9588 0.02
H -5.2765 1.8923 -3.3888 0.11
H -2.9369 0.5368 -2.5188 0.15
H -4.5515 0.4189 -1.4622 0.26
H -4.0659 -1.0478 -2.5835 0.26
O 4.3010 -0.1806 2.0201 -0.53
C 5.2869 0.4285 1.6390 0.34
C 6.5935 -0.1917 1.2463 -0.55
C 7.5227 0.9957 1.2545 0.08
C 6.6019 2.1375 0.9118 0.12
O 5.3376 1.7823 1.4696 -0.26
H 6.4971 -0.6261 0.2474 0.23
H 6.9039 -0.9489 1.9700 0.36
H 8.3634 0.8982 0.5626 0.24
H 7.9292 1.1369 2.2633 -0.03
H 6.4831 2.2657 -0.1692 0.17
H 6.9440 3.0818 1.3453 -0.06
O 1.3488 -3.1640 1.3789 -0.61
C 0.7559 -2.6754 2.3265 0.29
C 1.0065 -1.3135 2.8998 0.61
C 0.3092 -1.3984 4.2339 -0.64
C -0.7951 -2.3874 3.9667 -0.49
O -0.2683 -3.2860 2.9916 -0.33
H 0.5501 -0.5623 2.2492 -0.01
H 2.0763 -1.1259 3.0175 -0.10
H -0.0551 -0.4347 4.5994 0.35
H 0.9987 -1.8059 4.9833 0.30
H -1.6900 -1.9097 3.5542 0.26
H -1.0728 -2.9422 4.8676 0.35
O -3.7990 -7.9273 2.1124 -0.59
C -2.8131 -7.3182 1.7313 0.52
C -1.5065 -7.9384 1.3386 -0.44
C -0.5773 -6.7509 1.3468 -0.48
C -1.4981 -5.6091 1.0041 0.02
O -2.7624 -5.9643 1.5619 -0.28
H -1.6029 -8.3728 0.3397 0.26
H -1.1961 -8.6956 2.0624 0.30
H 0.2634 -6.8484 0.6549 0.39
H -0.1708 -6.6097 2.3556 0.22
H -1.6169 -5.4809 -0.0769 0.26
H -1.1560 -4.6649 1.4376 -0.14
O 8.4610 3.5028 2.6887 -0.63
C 8.9504 3.5057 3.8061 0.44
C 8.1811 3.4700 5.0918 -0.22
C 9.2259 3.8831 6.0974 -0.38
C 10.5031 3.3940 5.4661 -0.55
O 10.2922 3.4992 4.0589 -0.36
H 7.8271 2.4505 5.2683 0.33
H 7.3449 4.1726 5.0706 0.13
H 9.0563 3.4752 7.0974 0.35
H 9.2466 4.9768 6.1771 0.14
H 10.7134 2.3475 5.7104 0.27
H 11.3622 4.0055 5.7569 0.36
O -7.0065 -1.9782 3.1572 -0.64
C -6.9131 -3.0816 2.6453 0.48
C -6.2979 -4.2881 3.2872 -0.48
C -6.1000 -5.2074 2.1086 -0.04
C -7.2116 -4.7962 1.1791 -0.16
O -7.3988 -3.4006 1.4098 -0.34
H -7.0011 -4.7040 4.0141 0.27
H -5.3479 -4.0390 3.7656 0.26
H -6.1288 -6.2682 2.3714 0.43
H -5.1297 -5.0009 1.6408 -0.05
H -8.1504 -5.3155 1.3984 -0.01
H -6.9499 -4.9647 0.1304 0.29
O -9.0116 -4.2003 -2.5434 -0.55
C -9.4329 -5.2298 -2.0424 0.27
C -10.6748 -5.9558 -2.4628 -0.24
C -10.9115 -6.8803 -1.2954 -0.62
C -9.5181 -7.1179 -0.7749 -0.43
O -8.8067 -5.9092 -1.0372 -0.22
H -10.4713 -6.5081 -3.3844 0.25
H -11.5084 -5.2636 -2.6017 0.26
H -11.4329 -7.8022 -1.5660 0.34
H -11.5090 -6.3645 -0.5339 0.28
H -9.0145 -7.9394 -1.2950 0.28
H -9.5133 -7.3228 0.2996 0.33
O 8.3042 3.1785 -2.0089 -0.57
C 8.9113 2.2142 -2.4445 0.49
C 9.4995 2.1060 -3.8188 -0.44
C 9.7579 0.6252 -3.9367 -0.50
C 10.0021 0.2180 -2.5072 -0.49
O 9.1877 1.0885 -1.7231 -0.26
H 10.4262 2.6851 -3.8576 0.27
H 8.7941 2.4518 -4.5779 0.28
H 10.5887 0.3776 -4.6027 0.32
H 8.8589 0.1247 -4.3166 0.27
H 11.0469 0.3542 -2.2088 0.28
H 9.7138 -0.8212 -2.3240 0.32
O 8.6212 8.6005 5.8087 -0.61
C 8.0671 8.1041 4.8418 0.52
C 6.6187 8.2660 4.4924 -0.38
C 6.4109 7.1632 3.4853 -0.38
C 7.7737 7.0279 2.8583 -0.16
O 8.6993 7.3501 3.8953 -0.37
H 6.4659 9.2546 4.0506 0.25
H 5.9836 8.1317 5.3711 0.28
H 5.6221 7.3768 2.7590 0.37
H 6.1485 6.2346 4.0066 0.13
H 7.9211 7.7276 2.0288 0.32
H 7.9594 6.0107 2.5012 0.04
O -8.1702 0.5840 -6.3898 -0.60
C -8.5916 -0.4454 -5.8889 0.45
C -9.8334 -1.1715 -6.3093 -0.47
C -10.0701 -2.0959 -5.1419 -0.40
C -8.6767 -2.3335 -4.6214 -0.40
O -7.9654 -1.1248 -4.8836 -0.24
H -9.6299 -1.7237 -7.2309 0.26
H -10.6670 -0.4792 -6.4482 0.28
H -10.5916 -3.0179 -5.4125 0.29
H -10.6677 -1.5802 -4.3804 0.27
H -8.1731 -3.1551 -5.1415 0.14
H -8.6720 -2.5384 -3.5468 0.44
```

Values from the calculation:
- ΔE to the lowest compared entry with this formula, charge and spin (kcal/mol) = 530.0
- E_HOMO (eV) = -7.4867
- largest force on an atom (eV/A) = 9.8
- orbital gap (Eh) = 0.270



(2)
Below is a structure of composition C55H72GeKN6O4 at a distorted geometry, with properties calculated with wB97M-V/def2-TZVPD.

Structure (XYZ):
```
139
Properties=species:S:1:pos:R:3:mulliken_charge:R:1
K -0.8774 -0.8625 -0.0601 1.82
C -0.4331 0.4920 3.1756 -0.32
N -1.0854 -0.7944 3.3617 1.39
C -0.2536 -1.6943 4.1450 -1.38
C 0.8216 -2.3965 3.3192 0.85
C 0.3578 -3.6470 2.5788 -1.34
N -0.3302 -3.3816 1.3283 0.73
C -1.2935 -4.1676 1.0441 -0.66
C -2.0750 -4.2600 -0.1845 1.38
C -3.1662 -5.1378 -0.1328 -0.76
C -3.9846 -5.3767 -1.2148 -1.06
C -3.6775 -4.7327 -2.4195 -0.35
C -2.6092 -3.8820 -2.5284 -0.56
C -1.7638 -3.5712 -1.4146 0.23
O -0.8252 -2.7274 -1.5191 -0.79
C -2.4423 -0.6318 3.8780 -1.56
C -3.3975 -0.2728 2.7460 0.60
C -3.4751 -1.4185 1.7442 0.04
N -3.4438 -0.9017 0.3834 0.07
C -4.1768 -1.4197 -0.4973 -1.05
C -4.3281 -0.8601 -1.8542 1.40
C -5.5809 -1.0849 -2.4220 -0.79
C -5.9925 -0.4774 -3.5946 -1.04
C -5.1269 0.4033 -4.2147 -0.56
C -3.8593 0.6190 -3.6963 -0.83
C -3.4149 -0.0388 -2.5495 0.36
O -2.1310 0.1007 -2.1363 -0.64
H -0.3148 1.0259 4.1354 0.27
H -0.9980 1.1386 2.5075 -0.50
H 0.5562 0.3493 2.7403 -0.08
H -0.8973 -2.4516 4.6044 0.47
H 0.2196 -1.1461 4.9818 0.35
H 1.6446 -2.6783 3.9847 0.39
H 1.2471 -1.6956 2.5972 -0.87
H -0.2676 -4.2615 3.2508 0.53
H 1.2438 -4.2483 2.3376 0.34
H -1.6123 -4.9113 1.7987 0.02
H -3.3641 -5.6389 0.8116 0.29
H -4.8268 -6.0517 -1.1410 0.35
H -4.2999 -4.9022 -3.2926 0.42
H -2.4012 -3.3743 -3.4612 0.13
H -2.4765 0.1260 4.6792 0.41
H -2.7473 -1.5817 4.3292 0.42
H -3.0313 0.6150 2.2298 -1.01
H -4.3830 -0.0052 3.1371 0.65
H -4.3658 -2.0474 1.9003 0.51
H -2.5941 -2.0499 1.9018 -0.39
H -4.8546 -2.2583 -0.2744 0.01
H -6.2586 -1.7486 -1.8973 0.40
H -6.9788 -0.6709 -3.9957 0.38
H -5.4292 0.9333 -5.1101 0.43
H -3.2058 1.3254 -4.1914 0.50
C 6.8350 -1.1113 1.8498 -2.11
C 6.0307 -2.2739 1.2714 2.04
C 6.7522 -2.7929 0.0223 -1.67
C 5.9548 -3.3876 2.3241 -1.72
C 4.6139 -1.8614 0.8856 -0.01
C 3.7308 -2.8032 0.3542 -0.98
C 2.4559 -2.4141 0.0064 -1.46
N 2.0094 -1.1700 0.1402 1.94
C 2.8227 -0.2540 0.6511 0.03
C 4.1344 -0.5705 1.0351 -0.43
C 2.2844 1.1428 0.8108 -0.68
C 3.0067 2.1212 1.4786 -0.47
C 2.4764 3.4049 1.6431 -0.32
C 1.2368 3.6401 1.0830 -0.50
C 0.5792 2.6093 0.4197 -0.80
N 1.0708 1.3898 0.2961 1.31
C 3.2440 4.4439 2.4511 2.10
C 2.4857 5.7673 2.5354 -2.20
C 4.6091 4.6960 1.7994 -1.67
C 3.4510 3.9096 3.8748 -1.63
H 7.8387 -1.4556 2.1047 0.43
H 6.3799 -0.7133 2.7582 0.40
H 6.9361 -0.2943 1.1338 0.42
H 7.7632 -3.1194 0.2760 0.47
H 6.8261 -2.0115 -0.7356 0.30
H 6.2290 -3.6394 -0.4219 0.33
H 6.9586 -3.6674 2.6496 0.48
H 5.4686 -4.2781 1.9277 0.34
H 5.3897 -3.0569 3.1962 0.34
H 4.0272 -3.8332 0.2073 0.56
H 1.7315 -3.1141 -0.3967 0.22
H 4.7715 0.1980 1.4371 0.52
H 3.9710 1.8972 1.9076 0.45
H 0.7196 4.5798 1.1911 0.34
H -0.4287 2.7661 0.0487 0.22
H 2.3258 6.2010 1.5471 0.41
H 3.0634 6.4823 3.1246 0.46
H 1.5127 5.6449 3.0112 0.41
H 4.4947 5.0832 0.7858 0.37
H 5.2022 3.7828 1.7444 0.28
H 5.1729 5.4274 2.3822 0.46
H 2.4979 3.6658 4.3444 0.31
H 3.9539 4.6633 4.4846 0.46
H 4.0668 3.0092 3.8793 0.32
C -0.7646 1.4817 -6.9158 -0.81
C -0.8597 -0.0093 -7.1890 -0.61
C -0.3356 -0.9172 -6.0796 -0.66
C -1.2066 -0.9861 -4.8217 -0.12
Ge -0.8448 0.3453 -3.4315 0.33
C 0.9511 -0.0002 -2.7735 0.21
C 1.9749 0.9217 -3.4621 -1.34
C 3.3494 0.9255 -2.7895 0.38
C 4.0350 -0.4313 -2.7892 -1.16
H -1.0946 2.0587 -7.7815 0.45
H 0.2612 1.7830 -6.6895 0.24
H -1.3797 1.7904 -6.0712 0.11
H -0.3124 -0.2364 -8.1098 0.39
H -1.9038 -0.2706 -7.3909 0.31
H 0.6878 -0.6219 -5.8213 0.09
H -0.2405 -1.9246 -6.4975 0.40
H -0.9819 -1.9057 -4.2734 0.18
H -2.2644 -1.0350 -5.0848 0.55
H -0.9750 1.8319 -3.8162 -0.26
H 1.1487 -1.0504 -3.0009 0.64
H 1.0694 0.1038 -1.6964 -0.61
H 1.5941 1.9474 -3.4909 0.38
H 2.1003 0.6238 -4.5101 0.22
H 3.2241 1.2728 -1.7595 -0.37
H 3.9916 1.6653 -3.2788 0.58
H 3.4483 -1.1714 -2.2465 0.13
H 5.0158 -0.3865 -2.3111 0.31
H 4.1760 -0.8068 -3.8060 0.42
O -1.5579 3.7254 2.7051 -0.70
C -2.5639 3.4351 2.0557 -0.05
N -2.6107 2.8206 0.8493 0.29
C -3.9186 2.7325 0.4481 -0.13
O -4.3449 2.3005 -0.6094 -0.74
C -4.8120 3.2872 1.5406 0.36
C -6.1841 3.3880 1.6513 -0.42
C -6.6858 3.9559 2.8201 -0.48
C -5.8337 4.4022 3.8283 -0.47
C -4.4510 4.2951 3.7008 -0.38
C -3.9689 3.7292 2.5383 -0.03
H -6.8308 3.0343 0.8589 0.50
H -7.7573 4.0530 2.9537 0.37
H -6.2651 4.8374 4.7223 0.38
H -3.7759 4.6328 4.4766 0.48
```

Values from the calculation:
- ΔE to the lowest compared entry with this formula, charge and spin (kcal/mol) = 0.0
- E_HOMO (eV) = -4.3980
- largest force on an atom (eV/A) = 1.3
- charge = -1
- orbital gap (Eh) = 0.232



(3)
Below is a structure of composition C55H85Br2CoGeN2OSi2 at a distorted geometry, with properties calculated with wB97M-V/def2-TZVPD.

Structure (XYZ):
```
149
Properties=species:S:1:pos:R:3:mulliken_spin:R:1
Co -0.2821 1.5189 1.0024 2.13
O -0.6307 6.8896 4.3172 0.00
C -0.6034 5.7263 3.6679 0.00
C 0.3716 4.7455 3.8519 0.00
C 0.2967 3.5977 3.1020 0.00
N -0.6602 3.3305 2.1983 0.04
C -1.6012 4.2702 2.0621 0.01
Br -3.0214 3.9908 0.8685 0.00
C -1.6132 5.4662 2.7489 0.00
H 0.1024 6.9798 4.9361 0.00
H 1.1732 4.8789 4.5671 0.00
H 1.0515 2.8311 3.2273 0.00
H -2.3931 6.1937 2.5802 0.00
C -0.7942 -1.9679 -4.8092 0.00
C -1.8082 -3.0070 -4.3077 0.00
C -1.8869 -4.1559 -5.3251 0.00
C -3.1732 -2.3108 -4.2674 0.00
Si -1.3437 -3.7013 -2.5689 0.00
Br -0.6090 -1.8850 -1.3915 0.00
C -2.8393 -4.3463 -1.5322 0.00
C -2.3591 -5.0488 -0.2544 0.00
C -3.6626 -5.3519 -2.3532 0.00
C -3.7610 -3.2001 -1.0893 0.00
C 0.1985 -4.8569 -2.5725 0.00
C -0.2148 -6.2697 -3.0148 0.00
C 1.2727 -4.3300 -3.5360 0.00
C 0.8629 -4.9404 -1.1896 0.00
H -1.1177 -1.6016 -5.7897 0.00
H 0.2077 -2.3795 -4.9234 0.00
H -0.7378 -1.1080 -4.1407 0.00
H -2.2214 -3.7701 -6.2926 0.00
H -2.5971 -4.9258 -5.0136 0.00
H -0.9172 -4.6303 -5.4805 0.00
H -3.3854 -1.8778 -5.2510 0.00
H -3.1738 -1.4993 -3.5408 0.00
H -3.9853 -2.9999 -4.0335 0.00
H -1.7964 -5.9568 -0.4731 0.00
H -3.2284 -5.3415 0.3419 0.00
H -1.7428 -4.3888 0.3608 0.00
H -3.0585 -6.1982 -2.6874 0.00
H -4.1169 -4.8922 -3.2323 0.00
H -4.4736 -5.7483 -1.7352 0.00
H -3.2249 -2.4723 -0.4776 0.00
H -4.5762 -3.6093 -0.4840 0.00
H -4.2066 -2.6775 -1.9340 0.00
H -0.7174 -6.2636 -3.9843 0.00
H -0.8807 -6.7415 -2.2898 0.00
H 0.6726 -6.9024 -3.1056 0.00
H 0.9511 -4.3673 -4.5774 0.00
H 2.1672 -4.9530 -3.4467 0.00
H 1.5598 -3.3047 -3.2908 0.00
H 0.1897 -5.2942 -0.4114 0.00
H 1.2592 -3.9698 -0.8883 0.00
H 1.7043 -5.6384 -1.2412 0.00
C 0.3034 -1.4503 6.5727 0.00
C -0.5507 -2.2542 5.8302 0.00
C -1.0042 -1.8302 4.5903 -0.01
C -0.6194 -0.5936 4.0702 0.01
C 0.2242 0.2081 4.8375 -0.01
C 0.6883 -0.2147 6.0748 0.00
Si -1.3397 -0.0170 2.4181 -0.07
C -2.9173 0.8992 2.9433 -0.01
C -2.9105 1.8068 4.0034 0.00
C -4.0882 2.3834 4.4530 0.00
C -5.2961 2.0631 3.8458 0.00
C -5.3217 1.1532 2.8000 0.00
C -4.1403 0.5760 2.3572 -0.01
H 0.6598 -1.7858 7.5378 0.00
H -0.8626 -3.2153 6.2190 0.00
H -1.6660 -2.4712 4.0173 0.00
H 0.5250 1.1833 4.4686 0.00
H 1.3492 0.4220 6.6505 0.00
H -1.7915 -1.2274 1.6827 -0.01
H -1.9763 2.0527 4.4974 0.00
H -4.0663 3.0735 5.2874 0.00
H -6.2166 2.5106 4.1979 0.00
H -6.2620 0.8901 2.3312 0.00
H -4.1697 -0.1565 1.5579 0.00
C -4.5285 1.0047 -1.6329 -0.01
C -3.2004 1.5039 -2.1270 -0.04
C -3.0972 2.0270 -3.4196 0.28
C -1.8751 2.4749 -3.9214 -0.04
C -1.7531 2.9612 -5.3399 -0.01
C -0.7724 2.4976 -3.0939 0.19
C -0.8491 2.0898 -1.7341 0.17
C -2.0828 1.4972 -1.3286 0.02
N 0.1060 2.2600 -0.7904 0.48
C 1.3347 3.0148 -1.0648 -0.27
C 1.0486 4.4538 -1.5541 0.05
C 2.3673 5.2015 -1.7726 0.00
C 3.2305 4.4508 -2.7921 0.00
C 3.5531 3.0511 -2.2593 0.00
C 4.3031 3.1663 -0.9315 0.00
C 3.4225 3.9121 0.0731 0.01
C 3.1293 5.3190 -0.4511 0.00
C 2.1014 3.1608 0.2604 0.08
C 2.2584 2.2629 -2.0508 0.03
H -5.1010 0.5481 -2.4397 -0.01
H -5.1143 1.8424 -1.2432 0.00
H -4.4109 0.2796 -0.8311 0.00
H -3.9749 2.0386 -4.0556 -0.01
H -2.5877 2.6178 -5.9488 0.00
H -0.8238 2.6148 -5.7922 0.00
H -1.7451 4.0529 -5.3656 0.00
H 0.1537 2.8378 -3.5258 0.02
H -2.1425 1.0490 -0.3381 0.02
H 0.4489 4.9651 -0.7925 -0.01
H 0.4703 4.4622 -2.4744 0.00
H 2.1412 6.1997 -2.1564 0.00
H 4.1575 5.0037 -2.9630 0.00
H 2.7083 4.3759 -3.7511 0.00
H 4.1717 2.5170 -2.9850 0.00
H 5.2428 3.7052 -1.0761 0.00
H 4.5458 2.1685 -0.5550 0.00
H 3.9358 3.9725 1.0374 0.00
H 4.0638 5.8632 -0.6085 0.00
H 2.5356 5.8783 0.2790 0.00
H 1.4773 3.7159 0.9637 -0.03
H 2.3111 2.1654 0.6656 0.03
H 2.4732 1.2773 -1.6315 -0.01
H 1.7711 2.0987 -3.0104 0.01
C 5.2725 0.8609 4.4351 0.00
C 5.0156 1.4430 3.0472 0.00
C 4.1284 0.5449 2.1812 0.00
C 2.6809 0.4960 2.6747 -0.02
Ge 1.4035 -0.2598 1.3187 -0.03
C 1.1657 -2.1954 1.7470 -0.01
C 2.4608 -2.9037 2.1777 0.00
C 3.1258 -3.7085 1.0610 0.00
C 3.6025 -2.8520 -0.1088 0.00
H 5.9345 1.5108 5.0079 0.00
H 5.7499 -0.1171 4.3550 0.00
H 4.3446 0.7431 4.9972 0.00
H 5.9718 1.5921 2.5391 0.00
H 4.5440 2.4276 3.1385 0.00
H 4.5470 -0.4654 2.1716 0.00
H 4.1574 0.9080 1.1489 0.00
H 2.3717 1.5092 2.9475 0.00
H 2.5950 -0.1109 3.5768 0.00
H 2.2038 -0.1982 0.0022 0.00
H 0.7232 -2.6921 0.8810 0.01
H 0.4361 -2.2575 2.5530 0.00
H 2.2268 -3.5846 2.9994 0.00
H 3.1851 -2.1838 2.5725 0.00
H 2.4213 -4.4607 0.6947 0.00
H 3.9793 -4.2437 1.4846 0.00
H 2.7580 -2.3789 -0.6154 0.00
H 4.1387 -3.4579 -0.8398 0.00
H 4.2752 -2.0649 0.2408 0.00
```

Values from the calculation:
- ΔE to the lowest compared entry with this formula, charge and spin (kcal/mol) = 1.2
- 2S+1 = 4
- expectation value of S² = 3.85
- E_HOMO (alpha / beta) (eV) = -10.5644 / -10.6998
- largest force on an atom (eV/A) = 1.1
- charge = +1
- orbital gap (alpha / beta) (Eh) = 0.291 / 0.236



Look up the ΔE to the lowest compared entry with this formula, charge and spin of the first one.
530.0 kcal/mol



Look up the ΔE to the lowest compared entry with this formula, charge and spin of the second one.
0.0 kcal/mol